No. 1
A cluster of 2 separate species, C18H22N2O5P in total, computed with ωB97M-V/def2-TZVPD.

```
48
Properties=species:S:1:pos:R:3:forces:R:3
C 4.092 0.982 -1.160 0.009 -0.240 -0.387
C 2.733 0.320 -1.265 -0.313 -0.305 0.057
O 2.689 -0.854 -0.441 0.870 -0.144 -0.546
P 1.421 -1.838 -0.604 -1.619 1.293 1.093
C 0.231 -1.187 0.502 0.659 -0.009 -1.016
C -1.158 -1.321 0.174 0.465 -0.655 0.251
O -2.003 -1.934 0.822 -0.367 0.713 -0.378
O -1.465 -0.682 -1.018 -0.301 -0.650 -0.237
C -2.513 -1.280 -1.792 -0.392 0.635 0.535
C -2.144 -2.558 -2.504 -0.064 -0.519 -0.167
O 0.890 -2.024 -1.976 0.840 -0.267 -0.262
O 2.146 -3.181 -0.029 0.038 -0.512 -0.348
C 2.096 -4.391 -0.826 -0.235 0.722 -0.158
C 3.309 -5.262 -0.603 0.154 0.106 0.195
H 3.974 2.042 -1.386 0.240 -0.146 -0.091
H 4.492 0.893 -0.150 -0.050 0.027 -0.001
H 4.796 0.532 -1.871 -0.024 0.037 0.223
H 1.950 1.010 -0.931 -0.030 -0.154 -0.045
H 2.507 0.015 -2.296 0.024 0.225 0.196
H 0.479 -1.065 1.533 0.138 -0.526 0.654
H -3.358 -1.461 -1.120 -0.076 0.122 -0.129
H -2.797 -0.526 -2.530 0.077 0.116 0.196
H -2.601 -2.547 -3.498 0.114 -0.074 -0.026
H -1.063 -2.673 -2.595 -0.093 0.109 -0.023
H -2.560 -3.420 -1.978 0.190 -0.051 0.046
H 1.178 -4.943 -0.586 0.109 0.130 0.053
H 2.045 -4.101 -1.883 -0.106 -0.092 0.215
H 3.179 -6.162 -1.205 0.068 -0.111 0.009
H 4.230 -4.768 -0.922 -0.111 0.045 0.017
H 3.430 -5.555 0.442 -0.081 0.026 -0.023
C -0.263 2.382 1.455 0.514 1.090 -0.493
C 0.293 3.256 0.564 -0.602 -0.582 0.798
C 1.681 3.310 0.280 3.109 -0.481 -0.867
N 2.826 3.356 0.037 -2.662 0.357 0.829
C -0.460 4.294 -0.074 -1.580 2.121 -1.534
N -1.048 5.112 -0.674 1.442 -1.855 1.498
C -1.592 2.670 1.990 -1.605 -0.230 0.282
C -2.688 2.869 1.125 0.485 0.027 0.010
C -3.915 3.297 1.612 -0.042 0.153 0.307
C -4.093 3.507 2.984 0.335 -0.267 -0.108
C -3.032 3.271 3.870 0.017 0.013 -0.434
C -1.799 2.834 3.379 0.118 0.187 -0.578
H 0.320 1.560 1.846 0.177 0.037 0.060
H -2.543 2.708 0.054 -0.129 0.017 0.373
H -4.723 3.521 0.910 0.216 -0.233 0.265
H -5.064 3.826 3.360 0.248 0.024 -0.049
H -3.158 3.469 4.935 0.038 -0.177 -0.279
H -0.948 2.699 4.043 -0.214 -0.053 0.018
```
Forces are in eV/Å.

Properties
ΔE to the lowest compared entry with this formula, charge and spin in kJ/mol: 33.5
DFT total energy in Ha: -1526.23367
E_HOMO in eV: -3.5
Net charge: -1


No. 2
The molecule C18H22N2O5S, computed with ωB97M-V/def2-TZVPD.

```
48
Properties=species:S:1:pos:R:3:forces:R:3
C -1.390 -6.013 -1.571 0.024 -0.148 0.185
O -1.543 -5.144 -2.670 -0.040 0.230 -0.201
C -1.839 -3.842 -2.433 -0.072 0.349 -0.154
C -1.977 -3.030 -3.561 0.057 -0.236 0.010
C -2.278 -1.692 -3.416 0.013 -0.099 0.075
C -2.447 -1.140 -2.158 -0.013 0.031 0.168
C -2.311 -1.946 -1.034 0.054 -0.139 -0.351
N -2.494 -1.351 0.222 -0.196 0.414 -0.190
C -2.320 -1.876 1.455 -0.067 0.459 0.242
O -2.002 -3.014 1.719 0.029 -0.193 0.113
C -2.598 -0.852 2.568 -0.009 -0.342 0.191
O -2.432 0.493 2.176 -0.065 0.198 -0.088
C -1.170 0.954 1.938 0.318 0.169 -0.059
C -1.074 2.321 1.657 -0.022 -0.125 0.037
C 0.153 2.886 1.384 -0.193 -0.008 0.054
C 1.285 2.090 1.384 0.613 0.022 -0.091
S 2.863 2.847 1.032 -0.261 0.309 -0.130
O 3.864 1.818 0.952 -0.295 -0.084 -0.093
O 3.070 3.927 1.953 -0.186 0.176 -0.058
N 2.563 3.582 -0.443 0.105 -0.081 0.878
C 2.853 2.894 -1.694 0.150 -0.519 -0.381
C 4.355 2.786 -1.955 -0.220 0.065 -0.007
C 2.197 1.519 -1.671 -0.035 0.199 -0.249
C 1.203 0.743 1.665 0.173 0.107 -0.018
C -0.024 0.163 1.941 -0.307 -0.053 0.096
C -2.007 -3.296 -1.166 0.084 -0.397 0.109
H -0.573 -5.694 -0.918 -0.036 -0.002 -0.014
H -1.155 -6.986 -1.997 -0.015 0.054 0.077
H -2.313 -6.085 -0.986 0.038 0.014 -0.011
H -1.844 -3.473 -4.534 0.019 -0.054 -0.128
H -2.384 -1.069 -4.291 -0.008 0.050 -0.079
H -2.682 -0.092 -2.047 -0.023 0.122 0.021
H -2.764 -0.375 0.191 0.088 -0.190 0.120
H -1.984 -1.102 3.440 -0.021 -0.010 -0.174
H -3.651 -0.940 2.854 0.166 -0.029 -0.019
H -1.976 2.911 1.668 -0.087 0.089 0.001
H 0.253 3.938 1.172 -0.106 0.158 -0.041
H 2.927 4.522 -0.412 0.086 0.181 0.204
H 2.388 3.499 -2.485 0.039 -0.094 0.194
H 4.538 2.284 -2.902 0.050 -0.031 -0.125
H 4.807 3.776 -1.993 0.092 0.088 -0.030
H 4.821 2.219 -1.154 0.093 -0.039 -0.025
H 2.295 1.047 -2.645 0.013 -0.072 -0.056
H 1.141 1.606 -1.427 -0.118 -0.059 -0.020
H 2.683 0.895 -0.927 0.006 -0.180 -0.032
H 2.107 0.155 1.663 0.070 -0.140 -0.011
H -0.074 -0.894 2.149 0.010 -0.112 0.036
H -1.908 -3.893 -0.277 0.008 -0.048 0.024
```
Forces are in eV/Å.

Properties
ΔE to the lowest compared entry with this formula, charge and spin in kJ/mol: 95.1
DFT total energy in Ha: -1583.00437
E_HOMO in eV: -8.4


No. 3
The molecule C18H22N2O5S2, computed with ωB97M-V/def2-TZVPD.

```
49
Properties=species:S:1:pos:R:3:forces:R:3
O -1.220 1.000 -4.296 -0.051 0.284 0.234
S -0.463 0.315 -3.292 0.405 -0.069 0.059
O -0.211 -1.087 -3.420 0.115 -0.013 0.334
N 1.007 1.057 -3.186 -0.730 -0.601 -0.171
C 1.099 2.492 -3.289 -0.175 0.615 -0.022
C 1.017 3.225 -1.940 0.120 -0.119 -0.182
C 2.076 2.716 -1.000 -0.126 0.105 0.055
C 3.415 3.030 -1.206 -0.029 -0.023 0.013
C 4.393 2.513 -0.376 0.095 0.013 -0.035
C 4.049 1.667 0.666 0.033 -0.036 0.067
C 2.719 1.352 0.885 0.052 -0.078 0.068
C 1.743 1.879 0.056 -0.017 0.019 -0.001
C -1.274 0.565 -1.704 0.249 -0.182 -0.489
C -2.259 1.525 -1.565 -0.112 0.093 -0.039
C -2.860 1.716 -0.329 0.132 -0.038 -0.031
C -2.464 0.945 0.755 -0.051 0.000 0.183
C -1.482 -0.014 0.590 0.113 -0.283 0.309
S -0.914 -0.991 1.984 -0.223 0.037 -0.507
O -1.821 -0.776 3.077 -0.143 -0.010 -0.212
O 0.476 -0.714 2.196 0.211 -0.136 -0.169
N -1.036 -2.520 1.323 0.229 1.009 0.301
C -0.025 -3.482 1.722 0.402 -0.256 0.471
C -0.398 -4.126 3.060 0.243 0.059 -0.173
O -1.681 -4.709 2.996 0.001 -0.187 -0.065
C -2.667 -3.746 2.693 -0.203 0.199 -0.134
C -2.378 -3.068 1.348 -0.547 -0.249 0.230
C -0.878 -0.216 -0.637 0.021 -0.093 -0.069
H 1.629 0.632 -2.517 0.111 -0.271 0.138
H 0.280 2.791 -3.945 0.188 0.195 -0.045
H 2.048 2.733 -3.779 -0.130 -0.011 -0.011
H 0.029 3.077 -1.499 0.030 0.086 -0.004
H 1.156 4.291 -2.125 -0.070 0.025 0.013
H 3.690 3.689 -2.017 0.043 0.085 -0.101
H 5.429 2.769 -0.545 0.085 0.021 -0.009
H 4.816 1.261 1.308 0.065 -0.034 0.060
H 2.423 0.695 1.688 0.023 -0.038 0.084
H 0.707 1.637 0.246 -0.092 0.034 -0.006
H -2.544 2.100 -2.432 -0.101 0.092 -0.055
H -3.631 2.462 -0.210 -0.063 0.047 0.007
H -2.904 1.069 1.732 -0.107 0.055 0.078
H 0.920 -2.946 1.801 0.086 -0.224 -0.033
H 0.039 -4.243 0.939 -0.002 0.083 0.032
H 0.291 -4.933 3.313 0.031 0.122 0.011
H -0.373 -3.355 3.845 0.037 -0.098 -0.003
H -3.616 -4.283 2.660 0.012 0.112 -0.017
H -2.699 -2.977 3.477 -0.055 -0.147 -0.068
H -3.077 -2.249 1.177 -0.192 -0.142 -0.088
H -2.457 -3.794 0.533 -0.023 0.100 0.026
H -0.121 -0.973 -0.760 0.109 -0.153 -0.032
```
Forces are in eV/Å.

Properties
ΔE to the lowest compared entry with this formula, charge and spin in kJ/mol: 101.3
DFT total energy in Ha: -1981.16669
E_HOMO in eV: -9.3